C39H66N4O2S3Sr | ωB97M-V with the def2-TZVPD basis set

Geometry as XYZ:
```
115
Properties=species:S:1:pos:R:3
Sr -0.91626 -0.98962 1.11962
C 0.67126 -2.98118 3.56603
N 0.58244 -2.89983 2.11143
C 0.04683 -4.14295 1.56956
C 1.89401 -2.60325 1.54982
C 1.82588 -2.05064 0.13005
N 1.06497 -0.82089 0.05571
C 1.66441 0.23892 0.87803
C 1.26419 1.64001 0.48514
C 2.21214 2.49739 -0.03006
C 1.89232 3.79235 -0.43151
C 0.56528 4.16827 -0.27459
C -0.43474 3.34802 0.24801
C -0.10554 2.01874 0.64173
O -0.93630 1.14478 1.10949
C -1.84714 3.95993 0.32890
C -2.91443 3.04824 0.94446
C -2.31643 4.31500 -1.09333
C -1.79638 5.23926 1.18292
C 2.96795 4.70609 -1.00878
C 3.59171 4.05898 -2.25507
C 4.06827 4.93401 0.04025
C 2.41541 6.07540 -1.41322
C 0.82752 -0.40137 -1.32796
C 0.25922 -1.47020 -2.22685
C 0.87652 -1.74847 -3.43210
C 0.33838 -2.64880 -4.34499
C -0.86416 -3.25740 -3.98953
C -1.52422 -3.02329 -2.78957
C -0.94973 -2.11719 -1.84607
O -1.46153 -1.87805 -0.68032
C -2.84823 -3.72092 -2.46707
C -3.94339 -2.67905 -2.17739
C -3.33750 -4.59393 -3.62761
C -2.67642 -4.62436 -1.23260
C 1.04487 -2.90208 -5.67513
C 2.45131 -3.46739 -5.42161
C 0.29205 -3.89899 -6.55969
C 1.16841 -1.58283 -6.45518
H 1.37658 -3.76873 3.88553
H -0.31273 -3.19328 3.98377
H 0.99801 -2.02144 3.96328
H 0.69253 -5.00125 1.82286
H -0.03727 -4.07542 0.48403
H -0.95370 -4.30863 1.97272
H 2.53842 -3.50078 1.54647
H 2.38206 -1.86474 2.18892
H 1.36452 -2.77988 -0.53659
H 2.86431 -1.90541 -0.22820
H 2.76338 0.17016 0.82890
H 1.36807 0.07640 1.92180
H 3.23129 2.13114 -0.12316
H 0.27677 5.16512 -0.58265
H -3.04295 2.13708 0.36608
H -3.86773 3.58579 0.97193
H -2.65107 2.75226 1.95812
H -2.33757 3.41376 -1.70889
H -1.65273 5.03779 -1.57162
H -3.32433 4.74024 -1.06715
H -1.42822 5.00559 2.18393
H -2.79603 5.67426 1.27363
H -1.13762 5.99390 0.74938
H 4.06691 3.10867 -2.00861
H 4.35030 4.71687 -2.69116
H 2.82325 3.86726 -3.00621
H 4.52366 3.99086 0.34408
H 3.64606 5.40663 0.92911
H 4.85457 5.58219 -0.36053
H 1.63690 5.97804 -2.17235
H 3.22134 6.68684 -1.82697
H 2.00033 6.59866 -0.54958
H 1.75421 -0.01487 -1.78340
H 0.11775 0.42974 -1.29500
H 1.80623 -1.23192 -3.65801
H -1.31070 -3.95410 -4.68605
H -4.06213 -2.00333 -3.02999
H -3.68818 -2.09782 -1.29626
H -4.89610 -3.18112 -1.98952
H -3.49061 -4.00244 -4.53498
H -4.29345 -5.04325 -3.35158
H -2.63610 -5.40403 -3.84557
H -2.49016 -4.02217 -0.34557
H -1.84659 -5.32252 -1.38110
H -3.58773 -5.20147 -1.05583
H 2.38384 -4.41180 -4.87791
H 3.05158 -2.77795 -4.82668
H 2.97210 -3.64814 -6.36798
H 0.20600 -4.87042 -6.06875
H 0.83345 -4.03967 -7.49888
H -0.71020 -3.53597 -6.79478
H 1.74969 -0.84866 -5.89667
H 0.17788 -1.15920 -6.63158
H 1.65747 -1.74582 -7.42135
S -4.02437 -4.11350 4.42726
C -3.28637 -2.72522 3.82927
S -2.54147 -1.58386 4.84582
S -3.33321 -2.43018 2.09645
C 0.75343 1.29608 7.36149
C -0.05372 1.41127 6.06754
C -1.54104 1.19824 6.36122
C 0.16587 2.79086 5.44328
N 0.52292 0.38984 5.16510
N -0.02349 0.33778 3.84725
H 0.47405 2.08168 8.06664
H 1.81899 1.37497 7.13874
H 0.57039 0.32599 7.82999
H -1.89398 1.92817 7.09539
H -1.71966 0.19087 6.74103
H -2.13688 1.30162 5.45362
H -0.01528 3.57396 6.18231
H -0.51818 2.95325 4.60860
H 1.19128 2.87817 5.07623
H 0.31349 -0.52304 5.56256
H 0.05216 1.25364 3.41962
H -1.02342 0.09367 3.87628
```

For the energy, the calculation gives -84915.8109 eV. The total charge is -2. As for the relative energy (zero: lowest compared OMol25 entry of this formula, charge and spin): 1.737 eV. The value obtained for the HOMO-LUMO gap is 4.0403 eV.

---

C39H67As3O2SeW | ωB97M-V with the def2-TZVPD basis set

Geometry as XYZ:
```
113
Properties=species:S:1:pos:R:3
W 0.50667 0.78366 -0.72750
C 0.35936 -6.60088 0.73761
C 0.77546 -6.31576 -0.74054
C 2.21847 -6.88422 -0.97801
C -0.09689 -7.10314 -1.75241
C 0.68145 -4.79697 -0.98605
C 1.25882 -3.88161 -0.10898
C 1.08432 -2.46208 -0.26982
Se 1.78871 -1.04735 0.86168
C 0.41073 -0.74731 2.19154
C 0.62492 -1.28262 3.44427
C -0.45704 -1.41435 4.31961
C -1.68650 -0.82622 3.95300
C -1.93949 -0.09763 2.81034
C -0.75738 -0.05053 1.88493
O -0.73728 0.83512 0.80193
C -3.29514 0.58333 2.49010
C -4.36102 0.11667 3.48939
C -3.01523 2.07883 2.51518
C -3.85552 0.20191 1.12571
C -0.43597 -2.21255 5.63493
C -0.59988 -3.72045 5.25375
C 0.92968 -2.10228 6.37226
C -1.55003 -1.82182 6.65251
C 0.63869 -2.04277 -1.53092
O 0.85277 -0.75175 -1.87600
C -0.19399 -2.90639 -2.33290
C -0.00277 -4.27142 -2.11634
C -1.18095 -2.36543 -3.43865
C -2.23996 -1.49952 -2.79207
C -0.41735 -1.61348 -4.49346
C -1.84750 -3.63998 -4.09635
H 0.30230 -7.69786 0.89872
H 1.13589 -6.14086 1.38876
H -0.60137 -6.13292 1.04092
H 2.25132 -7.88630 -0.55580
H 2.42949 -6.92159 -2.04645
H 2.94265 -6.26478 -0.46014
H -0.02579 -8.11754 -1.42420
H -1.14364 -6.76124 -1.80912
H 0.28089 -7.06406 -2.77484
H 1.76410 -4.34050 0.73366
H 1.55933 -1.78868 3.69190
H -2.51133 -0.96438 4.58193
H -4.17394 0.43766 4.52585
H -5.35095 0.50862 3.31843
H -4.46711 -0.95855 3.51410
H -2.95951 2.40014 3.53043
H -2.12579 2.42272 1.99907
H -3.83171 2.62522 2.03553
H -3.89061 -0.86012 1.09291
H -4.89229 0.52216 0.94048
H -3.21794 0.54725 0.32541
H 0.36891 -4.07590 4.86311
H -0.86106 -4.37616 6.13620
H -1.37678 -3.90137 4.47580
H 1.76306 -2.51445 5.75142
H 1.16117 -1.09042 6.63810
H 0.86542 -2.69641 7.29451
H -2.57918 -2.06733 6.30173
H -1.53309 -2.38692 7.63132
H -1.47427 -0.76131 7.03750
H -0.26382 -4.94681 -2.94839
H -1.82351 -0.65323 -2.27117
H -2.90055 -1.11601 -3.56524
H -2.83415 -2.05756 -2.03165
H -0.15563 -0.58160 -4.26138
H 0.44311 -2.23201 -4.66316
H -1.02989 -1.58815 -5.41246
H -2.36121 -4.27073 -3.32735
H -2.64328 -3.28855 -4.80230
H -1.19188 -4.19618 -4.73683
C 3.59948 2.43232 -1.18422
As 2.06398 2.48848 0.04089
C 3.03835 2.18518 1.81297
C 1.29725 4.31432 0.34642
C 0.99823 5.21491 -0.89606
C 0.60583 6.52592 -0.13676
C -0.20531 4.72611 -1.72059
As -0.49331 2.75077 -2.04338
C -2.51471 2.72091 -2.11687
C 0.14638 2.69109 -3.90698
C 2.21790 5.37824 -1.78579
As 2.25004 6.85048 -3.12571
C 2.34766 5.73177 -4.80649
C 4.20216 7.12595 -2.93184
H 3.34215 2.96266 -2.05998
H 3.70994 1.39043 -1.50480
H 4.61184 2.77715 -0.77034
H 3.46140 3.12941 2.16093
H 3.80578 1.44693 1.57976
H 2.35135 1.87661 2.61951
H 1.89846 4.89953 1.07948
H 0.36702 4.05421 0.85596
H -0.10487 6.31371 0.66508
H 0.16399 7.28038 -0.86735
H 1.49298 6.94177 0.32441
H -0.34023 5.25543 -2.69294
H -1.16752 4.98737 -1.14519
H -2.73987 3.34867 -2.99118
H -2.91422 3.22219 -1.16783
H -2.78475 1.67295 -2.31128
H -0.45567 3.41647 -4.52262
H 0.02867 1.68555 -4.26749
H 1.23061 3.00716 -3.88043
H 2.35945 4.50183 -2.47237
H 3.10815 5.43811 -1.07389
H 1.37520 5.27968 -4.98826
H 3.16508 4.96307 -4.82524
H 2.48250 6.42134 -5.59001
H 4.36928 7.62146 -1.93445
H 4.39200 7.87688 -3.63689
H 4.72987 6.18829 -3.08423
```

For the energy, the calculation gives -295295.9386 eV. The total charge is +2. The spin multiplicity is 3. The value obtained for the HOMO-LUMO gap (spin up / spin down) is 5.8805 / 5.8801 eV.

---

C39H68AlBrCl17N2O3 | ωB97M-V with the def2-TZVPD basis set

Geometry as XYZ:
```
131
Properties=species:S:1:pos:R:3
C 3.52719 -1.74180 -3.00418
C 2.72605 -0.85267 -2.73368
C 1.41687 -0.03478 -2.43429
C 0.40242 -0.76521 -1.43147
C 1.19334 -1.34650 -0.16400
C 2.15430 -0.30052 0.54513
C 3.68932 -0.71018 0.42079
N 4.53964 -0.33684 1.58753
C 4.32837 -1.36662 2.64094
C 5.43390 -2.47498 2.68811
C 6.81129 -2.40339 2.05466
C 7.79125 -3.53654 2.21852
C 7.43645 -4.76507 3.01162
C 6.06606 -4.86190 3.59864
C 5.09594 -3.74510 3.43722
O 3.81061 -3.90660 4.02273
O -0.25470 0.38416 -0.83823
Al -1.96772 -0.05173 -0.26164
C -3.25515 1.35277 -0.98299
N -4.41336 1.61508 -0.02819
C -5.19374 0.36334 0.18807
O -1.82542 -1.69662 -1.13097
C -0.70927 -1.78364 -2.06843
C -0.36766 -3.32533 -1.98111
C -1.53727 -4.29462 -2.43906
C -2.48945 -4.72811 -1.22176
Br -3.74864 -6.08786 -2.00794
C -1.37078 -1.17426 -3.41092
Cl -3.22470 -1.31128 -3.33744
C -0.95769 -1.88023 -4.76554
C 0.59708 -1.98545 -5.03174
H 4.25143 -2.59524 -3.01648
H 0.94324 0.33186 -3.38800
H 1.76153 0.89989 -1.88426
H 0.38946 -1.67194 0.57531
H 1.76429 -2.27722 -0.48650
H 1.90721 -0.33327 1.66100
H 2.00896 0.76860 0.22665
H 4.09938 -0.14846 -0.48345
H 3.77849 -1.81663 0.19757
H 4.12486 0.52180 1.96415
H 4.38300 -0.81398 3.64095
H 3.27316 -1.80046 2.61316
H 7.11564 -1.50423 1.45472
H 8.82564 -3.51540 1.77887
H 8.14675 -5.61738 3.17762
H 5.76364 -5.76618 4.18991
H 3.31916 -4.50298 3.41839
H -1.91977 -0.02962 1.32777
H -2.74735 2.36913 -1.11963
H -3.73379 1.11061 -1.97732
H -3.97074 1.85167 0.86607
H -6.30732 0.54849 0.30291
H -4.85885 -0.18829 1.12554
H -5.06409 -0.32317 -0.71406
H 0.61155 -3.61359 -2.49010
H -0.18886 -3.54437 -0.87541
H -2.22516 -3.87939 -3.22445
H -1.03881 -5.25778 -2.79086
H -3.12329 -3.83889 -0.92973
H -1.92112 -5.17281 -0.36005
H -1.17516 -0.05395 -3.40489
H -1.39990 -2.90316 -4.92286
H -1.37744 -1.22887 -5.60462
H 1.15801 -2.64952 -4.31905
H 1.13512 -0.99626 -5.06341
H 0.73264 -2.45197 -6.06595
Cl -8.42302 4.68889 0.69803
C -7.55769 5.26960 -0.75074
C -6.06459 5.04694 -0.65289
Cl -5.30931 6.08874 0.58263
H -7.79830 6.32113 -0.88636
H -7.95950 4.71701 -1.60052
H -5.59086 5.29184 -1.60387
H -5.82591 4.00812 -0.41183
Cl 7.32146 -0.64942 4.63243
C 6.74689 -1.67769 5.96689
C 7.64921 -1.59976 7.17895
Cl 9.23928 -2.35349 6.88582
H 6.66275 -2.69923 5.59285
H 5.74662 -1.32768 6.22756
H 7.19568 -2.13562 8.01200
H 7.81687 -0.57043 7.48822
Cl -1.57946 -8.09033 2.70730
C -0.74774 -7.49072 1.25007
C 0.74844 -7.70279 1.31947
Cl 1.51712 -6.66823 2.55048
H -0.99745 -6.43713 1.12783
H -1.16049 -8.03916 0.40203
H 1.20372 -7.44572 0.36181
H 0.99664 -8.73972 1.54671
Cl 7.54757 -0.50907 10.10748
C 8.34158 -1.88153 10.91991
C 7.34250 -2.85044 11.51342
Cl 6.46691 -2.15060 12.89841
H 9.01256 -1.48155 11.68022
H 8.94591 -2.38860 10.16512
H 7.86155 -3.73617 11.88260
H 6.60646 -3.17002 10.77519
Cl -11.21279 9.18778 0.90273
C -12.11006 7.71701 1.36084
C -11.39586 6.45431 0.93082
Cl -11.38492 6.25793 -0.83925
H -13.10790 7.78140 0.92629
H -12.20990 7.73331 2.44706
H -11.90629 5.58218 1.34233
H -10.36338 6.43863 1.27802
Cl 3.72048 -2.73597 -5.38684
C 3.89802 -2.87061 -7.15555
C 4.31648 -1.56090 -7.78714
Cl 3.02796 -0.33320 -7.70790
H 2.95256 -3.22921 -7.56465
H 4.65919 -3.63060 -7.34121
H 4.54137 -1.71500 -8.84381
H 5.20454 -1.14992 -7.30621
Cl -5.36008 9.84822 -4.31249
C -6.57005 9.80814 -3.00373
C -6.51577 8.51966 -2.21205
Cl -7.06491 7.11946 -3.16806
H -7.55306 9.96415 -3.44856
H -6.35464 10.65358 -2.34898
H -7.17636 8.58982 -1.34573
H -5.50746 8.30941 -1.85432
Cl -0.82305 5.24447 -4.73449
C -1.96758 6.43335 -5.40413
C -2.21141 7.58804 -4.45734
Cl -3.11482 7.08896 -3.00716
H -2.89384 5.91170 -5.64627
H -1.53172 6.80332 -6.33348
H -2.80982 8.35410 -4.95378
H -1.27636 8.04473 -4.13206
```

For the energy, the calculation gives -340188.9520 eV. The total charge is -1. The value obtained for the HOMO-LUMO gap is 6.3701 eV.

---

- The lowest total charge belongs to which entry?
  C39H66N4O2S3Sr

---

- Among the records above, which one has the highest total charge?
  C39H67As3O2SeW